# 1
Density functional theory data (ωB97M-V/def2-TZVPD) for a 8-piece molecular cluster, C26H43N3O13S overall in a non-equilibrium geometry.

```
86
Properties=species:S:1:pos:R:3:forces:R:3
C -4.411 0.710 -2.036 -0.27 0.68 -0.66
C -4.801 0.070 -0.724 -0.14 0.76 0.59
O -4.889 -1.253 -1.021 0.55 -3.29 -2.00
C -4.543 -1.513 -2.352 -1.34 -1.75 0.29
O -4.593 -2.598 -2.872 0.52 1.91 0.97
O -4.302 -0.344 -2.973 0.50 -0.72 0.08
H -3.430 1.184 -1.984 -0.22 0.50 -0.10
H -5.238 1.300 -2.431 0.46 0.72 0.18
H -5.806 0.336 -0.394 0.26 0.66 0.36
H -4.031 0.162 0.042 -0.18 0.51 0.27
C -1.096 -0.357 -4.848 -1.17 2.13 -0.81
C -0.092 0.772 -5.295 -0.09 -2.25 0.73
O 0.784 0.698 -4.184 0.77 0.47 1.30
C 0.675 -0.487 -3.545 4.03 -0.93 1.16
O 1.555 -0.943 -2.815 -2.14 1.48 -1.08
O -0.366 -1.173 -3.933 -1.42 -0.14 -1.06
H -1.596 -0.851 -5.681 0.63 -0.67 0.21
H -1.907 0.155 -4.330 -0.08 -0.24 0.43
H -0.476 1.791 -5.352 -0.13 -0.35 -0.36
H 0.519 0.407 -6.119 -0.38 0.60 -0.56
C 2.383 -3.579 4.997 -1.55 -2.89 0.27
C 2.459 -2.997 6.427 -0.40 0.10 -1.36
O 3.818 -3.332 6.755 -0.96 1.79 1.01
C 4.328 -4.208 5.897 1.84 -2.34 0.05
O 5.437 -4.670 6.013 -1.25 0.77 -0.30
O 3.412 -4.630 5.000 0.72 2.15 0.06
H 2.375 -2.949 4.108 0.76 0.37 0.37
H 1.576 -4.300 4.862 -0.99 0.90 0.14
H 1.710 -3.301 7.158 0.44 -1.43 0.03
H 2.150 -1.951 6.442 1.36 0.64 -0.33
C 3.097 1.755 5.856 0.63 -0.58 -0.56
C 3.080 0.740 4.766 0.40 -0.38 -0.13
O 1.737 0.784 4.391 -3.88 -0.43 -0.86
C 1.220 2.052 4.564 3.41 -1.43 -0.20
O 0.296 2.607 4.076 -1.21 -0.56 -0.45
O 2.162 2.678 5.245 0.98 2.26 2.45
H 4.132 2.064 6.006 -0.36 1.16 -0.24
H 2.783 1.361 6.823 -0.65 0.19 -0.11
H 3.390 -0.262 5.060 -0.21 0.05 -0.18
H 3.590 1.073 3.862 0.76 -0.08 0.28
C 2.944 4.874 -0.831 -1.29 1.58 1.40
C 2.559 5.121 -2.271 1.76 -0.89 0.03
C 2.001 3.880 -2.915 -0.37 -0.91 -0.66
C 0.903 3.253 -2.158 -1.09 0.28 -0.33
N -0.010 2.792 -1.619 0.62 0.39 -0.17
H 2.015 4.687 -0.293 -0.16 -0.29 0.30
H 3.220 5.857 -0.449 0.45 -0.08 0.29
H 3.655 4.143 -0.447 0.19 -0.13 -1.00
H 3.487 5.371 -2.786 -0.13 0.10 -0.41
H 1.900 5.982 -2.384 -0.13 -0.17 0.21
H 2.679 3.038 -3.055 0.71 0.23 0.32
H 1.736 4.103 -3.949 -0.72 -0.10 0.05
C -0.634 -1.502 -0.422 0.34 0.16 0.67
C -0.494 -0.227 0.377 -1.83 0.16 0.74
C 0.911 0.238 0.499 0.19 1.96 -1.48
C 1.621 -0.467 1.496 2.62 -2.17 3.39
N 2.223 -1.031 2.331 -1.57 1.27 -2.30
H -0.756 -2.319 0.289 -0.13 -0.36 -0.56
H 0.318 -1.572 -0.948 -0.43 -0.70 -0.44
H -1.481 -1.369 -1.096 0.12 -0.67 -0.12
H -0.875 -0.291 1.396 -0.06 -0.54 0.23
H -1.227 0.474 -0.023 0.66 0.79 -0.48
H 0.931 1.311 0.685 0.14 0.13 0.50
H 1.473 0.168 -0.432 -0.07 -0.30 -0.27
C 0.508 -6.111 -2.341 -0.90 -0.29 -0.42
C -0.469 -4.958 -2.682 0.69 0.35 1.40
C -1.925 -5.228 -3.152 0.78 1.43 -0.11
C -2.820 -5.815 -2.159 -0.57 -1.56 1.17
N -3.501 -6.290 -1.344 1.05 0.88 -1.31
H 0.975 -6.577 -3.209 0.22 0.40 -0.16
H -0.019 -6.953 -1.893 -0.20 0.13 0.34
H 1.257 -5.774 -1.624 0.07 -0.01 -0.23
H 0.050 -4.147 -3.192 -0.17 -0.49 -1.49
H -0.505 -4.332 -1.790 -0.75 -0.49 0.83
H -1.972 -5.651 -4.155 -0.17 -0.54 0.30
H -2.358 -4.233 -3.260 -0.05 0.25 -0.31
C -3.477 4.630 -0.545 1.16 1.12 -0.66
S -1.983 5.286 0.483 -1.62 -3.47 0.64
O -2.509 6.146 1.600 0.45 -0.49 -0.78
C -1.606 3.538 1.154 0.03 -0.30 1.14
H -4.093 5.526 -0.616 -0.34 -0.41 -0.02
H -3.917 3.686 -0.224 0.03 0.52 1.09
H -3.064 4.352 -1.515 0.31 0.53 -0.15
H -1.359 2.766 0.425 0.14 0.85 -0.93
H -2.529 3.201 1.625 -0.39 0.59 -0.09
H -0.877 3.422 1.956 0.43 0.92 -0.04
```
Positions in Å, forces in eV/Å.

Results
- Spin multiplicity: 2
- Charge: +1
- Kohn-Sham gap (alpha / beta): 8.01 / 3.31 eV

The net atomic charges from Löwdin, expressed in e, are: atom 1 (C): -0.13, atom 2 (C): -0.18, atom 3 (O): 0.05, atom 4 (C): -0.49, atom 5 (O): 0.17, atom 6 (O): 0.05, atom 7 (H): 0.12, atom 8 (H): 0.14, atom 9 (H): 0.14, atom 10 (H): 0.13, atom 11 (C): -0.08, atom 12 (C): -0.08, atom 13 (O): 0.01, atom 14 (C): -0.57, atom 15 (O): 0.11, atom 16 (O): 0.09, atom 17 (H): 0.14, atom 18 (H): 0.11, atom 19 (H): 0.13, atom 20 (H): 0.14, atom 21 (C): -0.08, atom 22 (C): -0.10, atom 23 (O): 0.07, atom 24 (C): -0.59, atom 25 (O): 0.15, atom 26 (O): 0.06, atom 27 (H): 0.09, atom 28 (H): 0.13, atom 29 (H): 0.13, atom 30 (H): 0.11, atom 31 (C): -0.09, atom 32 (C): -0.17, atom 33 (O): 0.00, atom 34 (C): -0.56, atom 35 (O): 0.15, atom 36 (O): 0.07, atom 37 (H): 0.14, atom 38 (H): 0.14, atom 39 (H): 0.13, atom 40 (H): 0.14, atom 41 (C): -0.11, atom 42 (C): -0.25, atom 43 (C): -0.18, atom 44 (C): -0.19, atom 45 (N): 0.17, atom 46 (H): 0.05, atom 47 (H): 0.08, atom 48 (H): 0.09, atom 49 (H): 0.12, atom 50 (H): 0.12, atom 51 (H): 0.13, atom 52 (H): 0.13, atom 53 (C): -0.07, atom 54 (C): -0.28, atom 55 (C): -0.22, atom 56 (C): -0.18, atom 57 (N): 0.20, atom 58 (H): 0.09, atom 59 (H): 0.06, atom 60 (H): 0.07, atom 61 (H): 0.12, atom 62 (H): 0.07, atom 63 (H): 0.11, atom 64 (H): 0.11, atom 65 (C): -0.09, atom 66 (C): -0.24, atom 67 (C): -0.17, atom 68 (C): -0.23, atom 69 (N): 0.14, atom 70 (H): 0.07, atom 71 (H): 0.07, atom 72 (H): 0.07, atom 73 (H): 0.09, atom 74 (H): 0.08, atom 75 (H): 0.12, atom 76 (H): 0.09, atom 77 (C): -0.13, atom 78 (S): 1.10, atom 79 (O): -0.28, atom 80 (C): -0.16, atom 81 (H): 0.07, atom 82 (H): 0.06, atom 83 (H): 0.06, atom 84 (H): 0.01, atom 85 (H): 0.07, atom 86 (H): 0.05

=====

# 2
Density functional theory data (ωB97M-V/def2-TZVPD) for C4H5CdO6 as an isolated structure in a non-equilibrium geometry.

```
16
Properties=species:S:1:pos:R:3:forces:R:3
O -0.324 0.795 1.547 1.34 1.00 -1.07
C 0.145 -0.308 1.922 1.68 -0.44 -0.65
O -0.496 -1.065 2.697 1.17 -1.29 0.11
O 1.323 -0.767 1.491 1.14 -0.72 2.01
Cd -2.042 0.327 2.641 -3.50 1.00 1.17
C 1.553 0.070 -0.577 5.05 1.69 -2.06
C 2.367 -0.076 0.672 -4.11 -0.77 1.63
H 1.281 -0.904 -0.997 -0.30 0.54 0.35
H 0.874 0.927 -0.562 -0.03 -0.68 0.05
H 3.183 -0.801 0.647 -0.13 0.37 0.10
O 2.719 1.168 1.244 -0.54 -0.48 -0.86
C 3.781 1.197 2.048 0.74 -0.85 0.46
O 4.464 0.256 2.363 -0.22 0.32 -0.22
O 3.955 2.447 2.446 -0.08 0.62 -0.05
H 4.775 2.515 2.953 -0.06 -0.26 0.04
H 2.550 0.387 -1.106 -2.16 -0.03 -1.00
```
Positions in Å, forces in eV/Å.

Results
- ΔE to the lowest compared entry with this formula, charge and spin: 0.365 eV
- Spin multiplicity: 2
- Kohn-Sham gap (alpha / beta): 8.26 / 9.13 eV

The net atomic charges from Löwdin, expressed in e, are: atom 1 (O): -0.20, atom 2 (C): -0.83, atom 3 (O): -0.18, atom 4 (O): 0.04, atom 5 (Cd): 1.02, atom 6 (C): 0.00, atom 7 (C): -0.29, atom 8 (H): 0.11, atom 9 (H): 0.09, atom 10 (H): 0.17, atom 11 (O): 0.11, atom 12 (C): -0.61, atom 13 (O): 0.14, atom 14 (O): 0.17, atom 15 (H): 0.14, atom 16 (H): 0.12

=====

# 3
Density functional theory data (ωB97M-V/def2-TZVPD) for C21H19Co2O7 as an isolated structure in a non-equilibrium geometry.

```
49
Properties=species:S:1:pos:R:3:forces:R:3
C 4.718 1.314 0.384 0.33 -0.06 -0.20
C 3.649 2.324 0.025 -0.72 -0.44 0.75
O 2.582 2.072 0.979 2.46 -0.58 -0.26
C 1.406 2.625 0.720 -3.33 0.14 -0.06
C 0.224 1.901 1.175 1.38 2.53 0.87
C -1.022 2.787 1.062 -0.49 0.66 -0.06
C 0.463 1.238 2.551 0.35 0.26 0.38
H 5.580 1.448 -0.284 -0.08 -0.10 0.21
H 5.042 1.457 1.427 -0.10 -0.06 -0.37
H 4.338 0.285 0.264 0.12 0.47 0.06
H 3.998 3.368 0.154 -0.15 -0.37 -0.20
H 3.267 2.161 -1.004 0.16 0.20 0.48
H 1.435 3.585 0.152 -0.43 -0.94 0.32
H -1.647 2.679 1.972 0.20 0.02 -0.54
H -0.699 3.868 1.029 -0.48 -1.03 -0.09
H -1.673 2.583 0.163 0.73 0.10 0.90
H -0.416 1.407 3.181 0.04 -0.14 -0.04
H 0.655 0.145 2.526 0.01 0.67 -0.14
H 1.320 1.747 3.041 -0.46 -0.48 -0.14
O 0.444 -5.810 0.312 -0.63 2.47 -0.33
C 0.255 -4.666 0.276 0.94 -1.34 0.98
Co 0.214 -2.766 0.088 0.51 -3.63 -1.15
C 1.918 -2.506 -0.206 1.75 1.15 0.13
O 3.014 -2.155 -0.364 -1.69 -0.79 0.11
C -0.538 -2.906 -1.511 -0.83 0.48 -2.35
O -0.956 -2.949 -2.580 0.42 -0.13 0.92
C -0.837 -1.863 1.324 -1.64 0.15 1.94
C -0.229 -1.000 0.504 -0.78 0.99 1.23
C 0.046 0.323 0.151 1.72 0.57 -1.80
C -0.649 0.790 -1.093 0.50 -1.20 0.33
C 0.009 1.643 -1.986 0.29 0.16 0.20
C -0.636 2.080 -3.128 -0.19 0.33 -0.62
C -1.901 1.590 -3.467 0.03 0.74 -0.52
C -2.499 0.657 -2.641 -0.66 -0.67 0.36
C -1.872 0.215 -1.475 -0.13 0.59 -0.41
Co -2.389 -3.167 0.989 1.70 0.25 -0.64
C -2.364 -4.816 1.535 0.08 -3.97 2.24
O -2.409 -5.929 1.938 0.01 3.16 -1.36
C -3.321 -3.218 -0.488 -1.49 0.76 -2.74
O -4.012 -3.258 -1.428 1.07 -0.18 1.72
C -3.482 -2.410 2.099 0.04 0.74 0.67
O -4.200 -1.875 2.827 0.27 -0.47 -0.49
H -0.664 -1.846 2.399 -0.30 0.48 -0.02
H 1.160 0.500 0.157 -0.77 -1.23 -1.31
H 1.054 1.931 -1.797 -0.68 -0.03 0.03
H -0.153 2.822 -3.780 -0.13 -0.47 0.23
H -2.413 1.942 -4.383 0.39 -0.26 0.65
H -3.490 0.244 -2.894 0.61 0.16 0.05
H -2.320 -0.591 -0.894 0.05 0.32 0.07
```
Positions in Å, forces in eV/Å.

Results
- Charge: -1
- Kohn-Sham gap: 4.60 eV

The net atomic charges from Löwdin, expressed in e, are: atom 1 (C): -0.08, atom 2 (C): -0.24, atom 3 (O): -0.15, atom 4 (C): -0.21, atom 5 (C): -0.40, atom 6 (C): -0.06, atom 7 (C): -0.04, atom 8 (H): 0.07, atom 9 (H): 0.08, atom 10 (H): 0.07, atom 11 (H): 0.12, atom 12 (H): 0.12, atom 13 (H): 0.12, atom 14 (H): 0.07, atom 15 (H): 0.08, atom 16 (H): 0.08, atom 17 (H): 0.07, atom 18 (H): 0.07, atom 19 (H): 0.08, atom 20 (O): 0.10, atom 21 (C): -0.09, atom 22 (Co): 0.06, atom 23 (C): -0.13, atom 24 (O): 0.10, atom 25 (C): -0.16, atom 26 (O): 0.13, atom 27 (C): -0.20, atom 28 (C): -0.21, atom 29 (C): -0.17, atom 30 (C): -0.21, atom 31 (C): -0.05, atom 32 (C): -0.11, atom 33 (C): -0.13, atom 34 (C): -0.10, atom 35 (C): -0.04, atom 36 (Co): 0.04, atom 37 (C): -0.20, atom 38 (O): 0.04, atom 39 (C): -0.21, atom 40 (O): 0.07, atom 41 (C): -0.20, atom 42 (O): 0.09, atom 43 (H): 0.07, atom 44 (H): 0.13, atom 45 (H): 0.10, atom 46 (H): 0.10, atom 47 (H): 0.10, atom 48 (H): 0.11, atom 49 (H): 0.10